[1]
Computed, not measured: a cluster of 2 separate species, C5H12NO in total at a distorted geometry, with wB97M-V/def2-TZVPD.

Values from the calculation:
- molar mass (u) = 102.2
- spin multiplicity = 2
- E_tot (eV) = -8906.922
- relative energy (zero: lowest compared OMol25 entry of this formula, charge and spin) (eV) = 8.265
- highest occupied orbital energy (alpha / beta) (eV) = -7.92 / -7.90

CARTESIAN COORDINATES (ANGSTROEM)
C (2.3266, 0.2496, 0.1673)
O (3.2060, -0.0063, 1.1132)
C (0.9344, -0.4159, 0.4216)
C (-0.0358, -0.4314, -0.6940)
C (-0.9236, 0.8487, -0.5952)
C (-2.2243, 0.5110, 0.1293)
N (-3.1647, -0.4054, -0.4995)
H (2.0438, 1.3212, -0.0421)
H (2.5399, -0.0010, -0.9067)
H (0.9981, -1.5119, 0.6656)
H (0.3850, -0.0321, 1.3249)
H (0.5096, -0.5746, -1.6392)
H (-0.7816, -1.3236, -0.3798)
H (-1.1671, 1.0647, -1.7114)
H (-0.3190, 1.6737, -0.2935)
H (-1.9144, 0.1855, 1.2789)
H (-2.8184, 1.4353, 0.2619)
H (-1.0237, -2.1721, -0.2147)
H (-2.5826, -1.2456, -0.5566)

natural (NBO) atomic charge list, values in e, 6 entries: atom 1 (C): -0.005, atom 2 (O): -0.601, atom 3 (C): -0.427, atom 4 (C): -0.107, atom 5 (C): -0.446, atom 6 (C): -0.326

[2]
Computed, not measured: the ion C5H12NO with charge +1 at a distorted geometry, with wB97M-V/def2-TZVPD.

Values from the calculation:
- structure (SMILES) = CCC[C@@H]([NH3+])C=O
- molar mass (u) = 102.2
- E_tot (eV) = -8908.788
- net charge = +1
- relative energy (zero: lowest compared OMol25 entry of this formula, charge and spin) (eV) = 1.842
- highest occupied orbital energy (eV) = -14.88

CARTESIAN COORDINATES (ANGSTROEM)
C (0.4087, -2.2717, -0.8299)
C (1.1619, -1.0597, -0.2633)
C (0.1030, -0.2712, 0.5375)
C (-0.4936, 0.8305, -0.2753)
N (-1.6765, 1.4231, 0.5236)
C (0.6026, 1.8949, -0.0871)
O (0.4627, 2.8012, 0.7347)
H (0.1953, -2.9488, -0.0035)
H (-0.6056, -2.0875, -1.2339)
H (0.9716, -2.7792, -1.7629)
H (1.9874, -1.3364, 0.3965)
H (1.5659, -0.4903, -1.0986)
H (0.7623, 0.1723, 1.3947)
H (-0.5900, -0.7228, 1.2906)
H (-0.7828, 0.6362, -1.3043)
H (-1.2791, 2.3718, 0.7563)
H (-1.7034, 0.9305, 1.4622)
H (-2.6929, 1.3931, 0.2115)
H (1.6026, 1.5138, -0.4487)

natural (NBO) atomic charge list, values in e, 6 entries: atom 1 (C): -0.620, atom 2 (C): -0.410, atom 3 (C): -0.449, atom 4 (C): -0.152, atom 5 (N): -0.725, atom 6 (C): 0.428

[3]
Computed, not measured: a cluster of 2 separate species, C5H12NO in total at a distorted geometry, with wB97M-V/def2-TZVPD.

Values from the calculation:
- molar mass (u) = 102.2
- E_tot (eV) = -8908.349
- net charge = +1
- relative energy (zero: lowest compared OMol25 entry of this formula, charge and spin) (eV) = 2.280
- highest occupied orbital energy (eV) = -13.41

CARTESIAN COORDINATES (ANGSTROEM)
C (1.3907, 1.5578, -0.6992)
C (0.2329, -2.2085, 0.6814)
C (-2.2413, 0.4677, -0.5665)
C (2.4822, 0.9617, -0.1494)
C (-0.3288, -0.8956, 0.2188)
N (-1.5765, -0.7296, -0.0599)
O (0.3348, 2.0587, 0.1533)
H (1.1437, 1.4345, -1.7005)
H (-0.6846, -2.7139, 1.0066)
H (0.9225, -1.8597, 1.5031)
H (0.8739, -2.6361, -0.0012)
H (-3.1100, 0.7627, 0.0411)
H (-1.4354, 1.2944, -0.3357)
H (-2.5294, 0.4052, -1.5649)
H (2.5510, 0.8628, 0.9466)
H (3.2230, 0.5946, -0.7365)
H (0.3658, 0.0183, 0.1527)
H (-2.2392, -1.5319, 0.0098)
H (0.6247, 2.1568, 1.1003)

natural (NBO) atomic charge list, values in e, 6 entries: atom 1 (C): 0.119, atom 2 (C): -0.673, atom 3 (C): -0.462, atom 4 (C): -0.464, atom 5 (C): 0.294, atom 6 (N): -0.426

[4]
Computed, not measured: a cluster of 2 separate species, C5H12NO in total at a distorted geometry, with wB97M-V/def2-TZVPD.

Values from the calculation:
- molar mass (u) = 102.2
- E_tot (eV) = -8907.157
- net charge = +1
- relative energy (zero: lowest compared OMol25 entry of this formula, charge and spin) (eV) = 3.472
- highest occupied orbital energy (eV) = -12.86

CARTESIAN COORDINATES (ANGSTROEM)
C (-1.8368, -0.6713, -1.3838)
C (-1.6400, -0.1108, 0.0305)
C (-0.7166, -0.8673, 0.8966)
C (0.2942, -0.3724, 1.7001)
N (1.3680, 0.2336, 1.0479)
C (2.5988, 0.2242, 1.4345)
H (-2.5215, -0.0215, -1.9402)
H (-0.9314, -0.6055, -1.9860)
H (-2.3991, -1.5971, -1.4799)
H (-1.4422, 0.9574, -0.0366)
H (-2.5671, -0.4160, 0.5453)
H (-0.7577, -1.9284, 0.6302)
H (0.5015, -0.6395, 2.7302)
H (1.3472, 0.3729, 0.0286)
H (2.9163, -0.2067, 2.3734)
H (3.3483, 0.6506, 0.7834)
H (1.0320, 1.8630, -2.4954)
H (0.3759, 1.8155, -1.1819)
O (1.0301, 1.3191, -1.6966)

natural (NBO) atomic charge list, values in e, 6 entries: atom 1 (C): -0.636, atom 2 (C): -0.472, atom 3 (C): 0.005, atom 4 (C): -0.109, atom 5 (N): -0.412, atom 6 (C): 0.011

[5]
Computed, not measured: a cluster of 2 separate species, C5H12NO in total at a distorted geometry, with wB97M-V/def2-TZVPD.

Values from the calculation:
- molar mass (u) = 102.2
- E_tot (eV) = -8904.901
- net charge = +1
- relative energy (zero: lowest compared OMol25 entry of this formula, charge and spin) (eV) = 5.728
- highest occupied orbital energy (eV) = -10.72

CARTESIAN COORDINATES (ANGSTROEM)
C (-0.6650, 0.2294, -1.2425)
C (1.7604, 0.4360, 1.0103)
C (2.8512, -0.2971, -0.8396)
C (-1.3785, -1.4070, 0.2194)
C (-1.9225, 1.0830, 0.5201)
N (-1.2485, -0.0324, -0.1533)
O (2.1407, 0.5471, -0.2578)
H (-0.4041, 1.2583, -1.3881)
H (-0.2161, -0.4031, -1.9385)
H (1.7512, -0.5055, 1.4115)
H (1.5342, 1.4109, 1.4722)
H (3.0969, -0.0412, -1.8938)
H (3.2986, -1.1939, -0.4054)
H (-0.9932, -2.0492, -0.5123)
H (-0.7785, -1.6695, 1.1327)
H (-2.4796, -1.5908, 0.4914)
H (-1.8509, 2.0763, 0.0311)
H (-2.9241, 0.9044, 0.6983)
H (-1.5723, 1.2444, 1.6443)

natural (NBO) atomic charge list, values in e, 6 entries: atom 1 (C): 0.130, atom 2 (C): -0.304, atom 3 (C): -0.067, atom 4 (C): -0.435, atom 5 (C): -0.445, atom 6 (N): -0.213

[6]
Computed, not measured: a cluster of 2 separate species, C5H12NO in total at a distorted geometry, with wB97M-V/def2-TZVPD.

Values from the calculation:
- molar mass (u) = 102.2
- spin multiplicity = 2
- E_tot (eV) = -8893.750
- net charge = +2
- relative energy (zero: lowest compared OMol25 entry of this formula, charge and spin) (eV) = 3.912
- highest occupied orbital energy (alpha / beta) (eV) = -17.80 / -17.79

CARTESIAN COORDINATES (ANGSTROEM)
C (-1.3291, -2.6419, -1.0060)
C (-1.7554, -1.3557, -1.6846)
C (-1.2934, -0.0989, -1.1579)
C (-0.7006, -0.0368, 0.1159)
N (-0.1037, 1.1113, 0.4693)
C (0.6844, 1.3089, 1.5621)
H (-0.2488, -2.6906, -1.1383)
H (-1.5485, -2.7327, 0.0577)
H (-1.5982, -3.5055, -1.6129)
H (-1.4686, -1.3248, -2.7491)
H (-2.8646, -1.1660, -1.6558)
H (-1.2564, 0.7779, -1.7919)
H (-0.8327, -0.6953, 0.9699)
H (0.0856, 1.8373, -0.2329)
H (0.1968, 1.5761, 2.5097)
H (1.7769, 1.4215, 1.5100)
H (4.3585, 3.4481, 2.1450)
H (4.1978, 2.0167, 1.6501)
O (3.7001, 2.7505, 2.0395)

natural (NBO) atomic charge list, values in e, 6 entries: atom 1 (C): -0.639, atom 2 (C): -0.511, atom 3 (C): 0.189, atom 4 (C): 0.102, atom 5 (N): -0.448, atom 6 (C): 0.273

[7]
Computed, not measured: a cluster of 2 separate species, C5H12NO2 in total at a distorted geometry, with wB97M-V/def2-TZVPD.

Values from the calculation:
- molar mass (u) = 118.2
- E_tot (eV) = -10963.645
- net charge = -1
- relative energy (zero: lowest compared OMol25 entry of this formula, charge and spin) (eV) = 3.345
- highest occupied orbital energy (eV) = -3.26

CARTESIAN COORDINATES (ANGSTROEM)
C (-0.7353, -1.1699, 0.8044)
C (-1.9934, -0.9655, -0.1007)
C (-1.5560, -0.3582, -1.4317)
C (-1.4714, -1.1477, -2.5063)
N (0.1089, 0.0050, 0.7230)
C (1.1835, 0.1349, 1.7984)
O (2.3323, 0.5779, 1.1965)
H (-0.2553, -2.0757, 0.3652)
H (-1.0841, -1.3057, 1.8294)
H (-2.5572, -0.1782, 0.4254)
H (-2.7055, -1.7799, -0.2201)
H (-1.3185, 0.6966, -1.3847)
H (-0.8737, -0.7800, -3.3368)
H (-1.8298, -2.1640, -2.5513)
H (0.7375, -0.1718, -0.0565)
H (0.7912, 0.9291, 2.4567)
H (1.3608, -0.8201, 2.2972)
H (0.9365, 2.6850, -0.0611)
H (1.9025, 1.7065, -0.0741)
O (1.6716, 2.5030, -0.6566)

natural (NBO) atomic charge list, values in e, 6 entries: atom 1 (C): -0.207, atom 2 (C): -0.449, atom 3 (C): -0.136, atom 4 (C): -0.456, atom 5 (N): -0.705, atom 6 (C): 0.120

[8]
Computed, not measured: a cluster of 2 separate species, C5H12NO2 in total at a distorted geometry, with wB97M-V/def2-TZVPD.

Values from the calculation:
- molar mass (u) = 118.2
- E_tot (eV) = -10964.057
- net charge = -1
- relative energy (zero: lowest compared OMol25 entry of this formula, charge and spin) (eV) = 2.933
- highest occupied orbital energy (eV) = -2.99

CARTESIAN COORDINATES (ANGSTROEM)
C (2.5800, 1.8781, 1.4656)
N (1.6384, 2.8696, 0.9097)
C (0.8452, 2.2245, -0.2045)
O (0.2037, 1.0846, 0.1400)
H (3.3697, 1.6495, 0.7297)
H (2.1147, 0.9153, 1.7127)
H (3.0448, 2.2970, 2.3615)
H (0.9443, 3.0791, 1.6355)
H (1.6142, 2.0464, -0.9805)
H (0.1460, 3.0463, -0.5545)
O (-2.0396, -3.6296, 0.0483)
C (-2.1321, -2.5262, -0.4589)
C (-1.1578, -1.4032, -0.2783)
C (-0.4585, -1.0721, -1.6045)
H (-3.0223, -2.2824, -1.1255)
H (-0.4456, -1.6264, 0.5094)
H (-1.7299, -0.4794, 0.0628)
H (0.1729, -1.9141, -1.9111)
H (0.1556, -0.1704, -1.4290)
H (-1.2069, -0.8950, -2.4025)

natural (NBO) atomic charge list, values in e, 6 entries: atom 1 (C): -0.426, atom 2 (N): -0.684, atom 3 (C): 0.122, atom 4 (O): -0.977, atom 5 (H): 0.168, atom 6 (H): 0.191

E_tot of number 3 (C5H12NO)? -8908.349 eV

Look up the relative energy (zero: lowest compared OMol25 entry of this formula, charge and spin) of the fifth one. 5.728 eV